# 1
Formula: C20H28N2O3
Source: the OMol25 dataset
Level of theory: ωB97M-V/def2-TZVPD

Gap between HOMO and LUMO   9.03 eV
DFT total energy   -30318.21658 eV
LUMO energy   0.66 eV
SMILES   COc1cccc(CN2C[C@@H](C(=O)N3CCCCCC3)CCC2=O)c1

Last column: Mulliken charge in e.
Positions of all 53 atoms, in Å:
O  -0.770  2.894  -1.472  -0.709
O  1.138  -0.850  -1.424  -0.658
O  -6.426  -1.556  0.222  -0.444
N  2.752  -1.093  0.105  0.195
N  -1.155  0.834  -0.655  0.277
C  -5.842  0.572  0.992  -0.574
C  0.810  2.076  0.112  -0.206
C  4.386  -0.499  -1.680  -0.619
C  -0.445  1.977  -0.738  0.633
C  -5.015  1.676  1.003  -0.672
C  5.450  0.113  0.583  -0.962
C  3.326  -1.082  1.429  -0.957
C  1.495  -0.749  -0.264  0.417
C  4.912  0.608  -0.762  -0.340
C  3.624  -1.601  -0.941  -1.181
C  -0.899  -0.274  0.237  -1.457
C  0.809  1.139  1.307  -0.891
C  4.360  0.030  1.652  -0.266
C  -5.550  -0.513  0.165  0.676
C  -6.202  -2.670  -0.606  -0.799
C  -4.415  -0.473  -0.637  -0.209
C  0.515  -0.279  0.817  0.153
C  -3.890  1.718  0.198  -0.451
C  -2.344  0.685  -1.474  -1.517
C  -3.588  0.642  -0.625  0.209
H  -4.164  -1.300  -1.284  0.357
H  5.217  -0.969  -2.210  0.400
H  3.817  -2.051  1.586  0.466
H  4.820  -0.146  2.627  0.433
H  -2.249  -0.224  -2.075  0.437
H  0.027  1.435  2.011  0.493
H  -5.255  -3.166  -0.368  0.321
H  5.702  1.141  -1.295  0.403
H  2.540  -0.990  2.179  0.301
H  5.941  -0.853  0.463  0.340
H  -2.370  1.554  -2.138  0.482
H  0.917  3.118  0.420  0.485
H  4.114  1.330  -0.571  0.018
H  -1.062  -1.198  -0.328  0.466
H  -7.024  -3.356  -0.407  0.236
H  -3.245  2.583  0.196  0.510
H  3.726  -0.050  -2.424  0.319
H  -1.629  -0.245  1.060  0.363
H  4.322  -2.305  -0.482  0.502
H  -5.252  2.513  1.643  0.382
H  1.648  1.843  -0.551  -0.131
H  -6.724  0.523  1.610  0.435
H  1.764  1.195  1.830  0.311
H  -6.211  -2.393  -1.665  0.325
H  6.204  0.819  0.940  0.401
H  3.003  -2.143  -1.660  0.428
H  0.532  -0.990  1.650  0.714
H  3.856  0.998  1.696  0.158

Forces on atoms 1 to 3 (eV/Å):
0.0 0.3 -0.2
-0.1 0.1 -0.4
0.0 0.3 0.2

=====

# 2
Formula: C3H4N2O
Source: the OMol25 dataset
Level of theory: ωB97M-V/def2-TZVPD

Gap between HOMO and LUMO   9.37 eV
DFT total energy   -8200.41868 eV
LUMO energy   0.53 eV

Last column: Mulliken charge in e.
Positions of all 10 atoms, in Å:
O  2.261  -0.124  -0.011  -0.577
N  0.431  1.349  0.503  -0.579
N  -1.073  -0.157  -0.259  -0.079
C  1.039  0.164  0.261  0.651
C  -0.821  1.096  0.150  -0.110
C  0.143  -0.902  -0.129  -0.525
H  -1.598  1.854  0.149  0.374
H  1.493  -0.990  -0.663  0.376
H  0.078  -1.791  0.498  0.277
H  -1.982  -0.514  -0.505  0.192

Forces on atoms 1 to 3 (eV/Å):
-0.1 -0.1 0.0
0.0 -0.2 -0.1
-0.1 0.1 0.0

=====

# 3
Formula: C35H43IN5PS2V
Source: the OMol25 dataset
Level of theory: ωB97M-V/def2-TZVPD

Gap between HOMO and LUMO (alpha / beta)   5.63 / 6.03 eV
DFT total energy   -109192.96674 eV
2S+1   4
LUMO energy (alpha / beta)   -0.33 / -0.56 eV
<S²>   3.7796

Last column: Mulliken spin population.
Positions of all 88 atoms, in Å:
I  4.862  -1.581  3.310  0.000
V  -0.060  -0.014  0.220  2.683
S  -0.671  2.256  -1.012  -0.030
S  -1.191  4.801  0.625  -0.003
P  1.899  -0.420  -1.604  0.105
N  -1.078  -0.773  -1.369  -0.152
N  -1.416  2.475  1.556  0.001
N  -0.703  -1.464  1.625  -0.035
N  -1.295  1.100  1.420  -0.032
N  1.567  0.562  1.633  -0.080
C  2.547  2.385  -1.500  0.009
C  3.125  0.999  -1.654  0.008
C  3.135  -1.814  -1.789  -0.019
C  -4.348  -2.225  -0.417  0.002
C  -5.151  -4.592  -0.101  -0.001
C  -1.825  0.473  2.412  0.148
C  -0.533  -3.548  -1.762  -0.005
C  -1.119  3.034  0.402  0.023
C  -1.534  -0.816  -3.737  0.003
C  -1.117  -0.697  -5.040  0.000
C  -0.825  -3.570  2.744  0.016
C  -0.810  5.465  -1.001  0.001
C  0.725  -0.404  -2.978  -0.022
C  -3.390  -1.277  -0.769  -0.007
C  3.427  -2.253  -3.224  0.000
C  -1.678  -3.031  3.701  0.029
C  1.690  1.801  2.118  0.038
C  1.104  -0.293  -4.322  -0.004
C  3.522  -0.081  2.835  -0.001
C  3.661  1.210  3.329  0.015
C  0.213  -0.421  -5.370  0.009
C  2.725  2.162  2.966  -0.009
C  -0.367  -2.750  1.731  0.109
C  -1.533  -0.941  2.548  0.080
C  -2.034  -1.704  3.605  0.014
C  2.460  -0.359  1.997  0.045
C  -2.845  -3.995  -0.926  -0.001
C  4.096  1.018  -2.835  -0.002
C  -3.757  0.181  -0.793  0.046
C  -0.637  -0.657  -2.658  0.061
C  0.657  -0.314  -6.799  -0.001
C  -4.097  -3.589  -0.474  0.011
C  2.816  -3.060  -0.970  0.029
C  -1.864  -3.075  -1.270  -0.032
C  -2.118  -1.702  -1.151  -0.052
H  0.286  -3.121  0.949  -0.034
H  0.053  6.123  -0.932  0.000
H  -0.571  4.638  -1.670  0.000
H  -5.902  -4.151  0.554  0.000
H  -1.662  6.012  -1.397  0.000
H  2.783  3.177  3.326  0.000
H  4.147  -3.074  -3.218  0.000
H  -4.719  -5.449  0.415  0.000
H  2.002  2.694  -2.393  0.000
H  0.793  -1.294  -7.261  0.001
H  -1.844  -0.814  -5.835  0.000
H  -2.415  1.015  3.144  -0.005
H  -5.670  -4.973  -0.982  0.001
H  0.926  2.508  1.821  -0.009
H  1.605  0.216  -6.875  0.000
H  3.359  3.098  -1.328  0.000
H  2.518  -2.615  -3.704  0.000
H  -0.346  -4.582  -1.468  0.001
H  -2.621  -5.053  -1.002  0.000
H  2.142  -0.102  -4.558  0.000
H  -2.058  -3.641  4.509  0.002
H  4.042  -1.369  -1.354  -0.003
H  -3.552  0.620  -1.774  -0.002
H  4.807  1.836  -2.703  0.000
H  4.675  0.103  -2.931  0.000
H  3.714  0.790  -0.745  0.004
H  -2.573  -1.023  -3.520  0.001
H  -2.691  -1.243  4.328  -0.001
H  4.481  1.460  3.986  0.001
H  -0.072  0.228  -7.401  0.000
H  3.715  -3.666  -0.860  0.000
H  -3.176  0.785  -0.090  0.001
H  0.259  -2.914  -1.362  0.038
H  -4.816  0.305  -0.570  0.000
H  1.851  2.481  -0.675  0.001
H  -0.523  -4.605  2.772  0.001
H  -0.455  -3.484  -2.850  0.000
H  3.833  -1.462  -3.846  0.000
H  2.071  -3.674  -1.468  0.007
H  3.576  1.200  -3.775  0.001
H  -5.327  -1.875  -0.108  0.000
H  2.442  -2.834  0.029  -0.012
H  2.312  -1.352  1.587  0.011

Forces on atoms 1 to 3 (eV/Å):
0.1 -0.1 0.1
0.4 1.1 -0.9
0.3 -0.1 -0.4

=====

# 4
Formula: C2H3BrS2
Source: the OMol25 dataset
Level of theory: ωB97M-V/def2-TZVPD

Gap between HOMO and LUMO   8.32 eV
DFT total energy   -93833.70596 eV
LUMO energy   -0.52 eV
SMILES   S=C(S)CBr

Last column: Mulliken charge in e.
Positions of all 8 atoms, in Å:
Br  -0.146  2.338  0.816  -0.089
S  0.290  -1.865  -0.522  -0.212
S  -0.953  0.463  -2.071  -0.083
C  -0.673  0.498  0.923  -0.627
C  -0.501  -0.436  -0.661  0.218
H  -1.843  0.417  1.086  0.315
H  0.007  0.107  1.713  0.345
H  -0.604  -0.433  -2.849  0.133

Forces on atoms 1 to 3 (eV/Å):
-0.2 0.2 -0.3
-1.0 1.0 -0.4
-1.1 2.3 2.8

=====

# 5
Formula: C27H50N2O4OsPS2
Source: the OMol25 dataset
Level of theory: ωB97M-V/def2-TZVPD

Gap between HOMO and LUMO (alpha / beta)   8.87 / 7.07 eV
DFT total energy   -73402.81007 eV
2S+1   5
LUMO energy (alpha / beta)   -2.11 / -4.04 eV
<S²>   6.0188
Charge   +1

Last column: Mulliken spin population.
Positions of all 87 atoms, in Å:
Os  -0.041  0.320  0.095  2.793
S  -0.881  1.550  -1.592  0.251
S  0.498  4.306  -1.681  0.018
P  -0.430  -2.769  -1.620  0.045
O  -0.812  -1.592  -0.706  0.197
O  1.441  0.718  3.644  0.009
O  2.527  1.529  -0.155  0.037
O  0.969  -0.338  1.720  0.142
N  -1.896  -0.132  1.493  0.138
N  1.676  2.186  -2.538  0.035
C  -1.536  -1.104  2.556  0.028
C  3.691  -2.199  -1.343  0.027
C  1.301  -2.581  -2.163  -0.017
C  -0.568  -6.758  -0.412  0.001
C  0.881  2.932  1.055  -0.073
C  1.285  2.859  -3.767  0.009
C  0.672  -6.695  0.503  0.000
C  -0.572  -5.605  -1.416  0.002
C  0.814  2.526  -1.486  0.095
C  -1.244  -0.679  -4.376  0.029
C  2.195  -2.018  -1.028  -0.025
C  3.385  1.642  0.989  -0.003
C  -0.307  -2.828  -5.265  0.000
C  3.938  -2.153  -2.849  -0.001
C  1.237  2.008  -0.093  0.087
C  -0.961  -1.498  -5.632  0.004
C  1.988  -3.803  -2.794  0.004
C  -0.008  -4.275  0.710  0.012
C  -1.171  -3.629  -4.284  0.000
C  1.166  -5.251  0.707  -0.001
C  -2.151  -1.446  -3.411  -0.008
C  1.203  4.324  -3.366  0.002
C  -1.603  -2.837  -3.029  -0.001
C  -0.595  -0.490  3.568  -0.016
C  3.256  -3.348  -3.541  0.000
C  0.708  0.028  2.985  0.040
C  -0.749  -4.272  -0.655  0.006
H  3.013  1.058  1.826  0.005
H  0.553  4.902  -4.019  0.000
H  1.858  -4.977  -0.094  0.000
H  -0.677  -4.563  -4.013  0.000
H  -0.603  -7.712  -0.938  0.000
H  -1.060  -1.947  2.064  0.000
H  -2.092  -3.913  -4.804  0.000
H  2.001  -0.952  -0.911  0.175
H  0.428  -7.138  1.470  0.000
H  1.207  -1.814  -2.938  0.007
H  4.348  1.262  0.660  0.002
H  -1.720  0.270  -4.635  -0.004
H  -0.713  -4.576  1.489  0.001
H  1.727  -5.170  1.638  0.000
H  0.678  -2.629  -4.837  0.001
H  2.189  4.777  -3.325  0.001
H  -0.337  -1.235  4.322  0.001
H  3.545  -1.208  -3.243  0.000
H  1.335  -4.339  -3.480  0.000
H  1.462  3.855  0.973  0.023
H  3.494  2.685  1.285  0.003
H  -2.423  -3.385  -2.555  0.000
H  -2.336  -0.858  -2.513  -0.007
H  -1.818  -4.136  -0.458  0.000
H  -3.121  -1.600  -3.896  0.000
H  -1.059  0.342  4.101  0.000
H  3.001  -3.083  -4.570  0.000
H  -1.482  -6.700  0.186  0.000
H  -2.347  0.687  1.883  -0.007
H  0.367  -5.618  -1.972  0.000
H  1.960  -2.488  -0.072  -0.044
H  1.924  1.209  -2.601  -0.008
H  5.006  -2.155  -3.066  0.000
H  -1.377  -5.734  -2.140  0.000
H  2.034  2.692  -4.539  -0.001
H  4.043  -3.156  -0.946  0.000
H  -1.907  -1.691  -6.154  0.000
H  3.951  -4.188  -3.598  0.000
H  -2.431  -1.469  3.060  0.005
H  -2.546  -0.561  0.843  -0.005
H  1.479  -7.296  0.080  0.000
H  0.323  -3.268  0.973  -0.003
H  -0.139  -3.431  -6.160  0.000
H  -0.325  -0.941  -6.322  0.000
H  1.092  2.479  2.022  0.027
H  -0.174  3.206  0.998  -0.017
H  4.260  -1.421  -0.832  -0.003
H  2.258  -4.503  -2.002  0.000
H  0.309  2.510  -4.133  0.000
H  -0.300  -0.426  -3.875  -0.017

Forces on atoms 1 to 3 (eV/Å):
0.0 -0.1 0.2
0.0 0.1 0.0
0.0 -0.1 0.0